Entry one
A single C20H28N2O2 molecule. Source: OMol25; level of theory: ωB97M-V/def2-TZVPD.

SMILES: Cc1ccc(CCNC(=O)[C@@H]2CC(=O)N(C3CCCCC3)C2)cc1
E_LUMO: 0.6 eV
total charge: 0
HOMO: -8.9 eV
frontier orbital gap: 0.348 Ha

Last column: natural (NBO) charge in e.
Geometry (Å):
H1 -2.91985 -2.02379 2.07319  0.187
O1 -3.39325 -1.28660 -1.93849  -0.632
N1 1.04738 -1.69299 -0.08478  -0.615
C1 -4.44574 2.63841 -0.05638  -0.395
C2 8.06628 1.86927 -0.61701  -0.626
H2 -5.86893 -0.98689 0.47651  0.203
H3 -5.80549 2.11490 -1.63530  0.198
H4 3.09128 -1.23484 1.59954  0.217
H5 -7.39680 0.84841 -0.22751  0.209
H6 -1.98456 -0.50320 1.98448  0.231
H7 -0.82999 -2.93491 1.33876  0.227
H8 -4.49154 2.89037 1.00638  0.189
H9 8.65879 1.44040 -1.42122  0.214
C3 -4.07643 0.21410 0.46492  -0.025
C4 -1.78166 -2.53431 -0.59901  -0.497
C5 4.63386 -0.56497 0.27754  -0.046
H10 7.75932 2.87360 -0.90386  0.218
N2 -3.17356 -0.91365 0.31036  -0.430
H11 1.03676 -2.68146 -0.28035  0.391
H12 -1.07254 -2.54522 -1.42518  0.234
C6 -1.18436 -2.09286 0.73899  -0.314
C7 5.87162 1.48431 0.53144  -0.207
C8 6.86969 1.01842 -0.31746  -0.020
C9 5.62667 -1.03053 -0.57179  -0.151
H13 8.69755 1.95463 0.26759  0.220
C10 -6.40107 1.08447 0.15278  -0.394
H14 5.96262 2.46962 0.96608  0.209
H15 2.55573 -1.13626 -1.40844  0.196
O2 -0.04496 0.04081 0.85593  -0.627
C11 -5.84777 2.31317 -0.56262  -0.397
C12 -5.47843 -0.11320 -0.05087  -0.415
H16 -4.13402 0.42237 1.53989  0.196
H17 -4.04822 3.50488 -0.58804  0.210
H18 -6.51002 3.16677 -0.40250  0.205
H19 -5.41264 -0.35661 -1.11130  0.234
H20 7.49486 -0.63225 -1.52588  0.207
C13 6.73127 -0.24950 -0.86348  -0.230
H21 -6.49287 1.29735 1.22136  0.188
H22 2.04174 0.08907 -0.22441  0.236
C14 2.26565 -0.97016 -0.36633  -0.217
H23 3.62777 -2.44928 0.42361  0.201
C15 -3.52000 1.44405 -0.25708  -0.418
H24 5.53966 -2.01583 -1.00834  0.197
H25 -3.43995 1.21144 -1.31987  0.221
C16 -0.01475 -1.12343 0.52202  0.685
C17 3.41134 -1.38791 0.56694  -0.424
H26 -2.51886 1.66311 0.12058  0.221
C18 4.76918 0.70565 0.82371  -0.197
H27 4.00253 1.08435 1.48421  0.212
C19 -2.87908 -1.50260 -0.86263  0.688
C20 -2.34970 -1.35975 1.41100  -0.199
H28 -2.24450 -3.52097 -0.52771  0.231

---

Entry two
A single C20H28N2O2 molecule. Source: OMol25; level of theory: ωB97M-V/def2-TZVPD.

SMILES: O=C(NCCc1ccccc1)[C@@H]1CC(=O)N(C2CCCCCC2)C1
E_LUMO: 0.6 eV
total charge: 0
HOMO: -9.0 eV
frontier orbital gap: 0.351 Ha

Last column: natural (NBO) charge in e.
Geometry (Å):
C1 -4.63572 -0.26727 -1.26908  -0.240
C2 -5.21591 0.57020 -0.32369  -0.033
H1 -4.23964 1.33333 2.13074  0.194
C3 -6.36978 -1.89078 -0.93972  -0.223
H2 -6.84299 0.79998 1.04587  0.203
H3 -0.91973 -1.92725 1.71504  0.234
C4 1.20980 -1.55442 1.57693  0.687
H4 3.54858 -1.80179 0.93830  0.240
H5 -3.95790 2.24163 -0.77676  0.217
H6 5.87245 -0.73454 0.60127  0.197
H7 3.87014 0.24269 2.07908  0.219
H8 1.20962 1.24515 0.58283  0.220
H9 6.92676 1.20394 -0.64859  0.206
H10 -3.14548 2.60718 1.52527  0.239
H11 5.65804 1.02146 -2.72406  0.206
N1 1.83512 -0.76870 0.67984  -0.435
O1 1.70961 -2.47215 2.18966  -0.629
H12 5.94840 -0.56034 -2.00747  0.192
C5 -3.64660 1.67017 1.27477  -0.215
C6 -6.38111 0.15674 0.31030  -0.171
C7 -6.95626 -1.06343 0.00322  -0.216
H13 -4.74769 -2.12853 -2.31588  0.213
C8 4.01284 0.29076 0.99707  -0.414
H14 -5.31270 2.61603 0.30255  0.219
H15 -3.73290 0.04697 -1.77496  0.212
C9 -5.20816 -1.48935 -1.57661  -0.193
H16 -6.81825 -2.84315 -1.17985  0.215
C10 0.99929 0.27043 0.12430  -0.204
H17 6.03991 0.76593 1.50456  0.212
H18 3.33321 0.95847 -1.65225  0.196
C11 -0.42970 -0.15535 0.48321  -0.310
N2 -2.61008 0.70128 1.00901  -0.621
H19 3.64269 -0.14426 -2.98728  0.211
C12 3.89720 0.07316 -1.94642  -0.409
C13 5.50823 0.29113 0.67695  -0.403
H20 -0.33364 -0.53393 2.63100  0.236
C14 3.49495 -1.14043 -1.10540  -0.418
H21 -0.88192 -0.71102 -0.34374  0.217
H22 3.57347 1.22826 0.65363  0.196
C15 5.84433 1.06114 -0.59842  -0.389
C16 5.39471 0.37352 -1.88397  -0.392
C17 -4.55955 1.86766 0.05312  -0.429
H23 4.27525 -1.89586 -1.21267  0.210
H24 -7.86495 -1.36988 0.50013  0.214
H25 1.14513 0.35213 -0.95452  0.199
H26 2.58091 -1.57865 -1.51370  0.214
C18 -1.31692 1.03955 0.82440  0.689
C19 -0.23565 -1.08090 1.69036  -0.492
H27 5.38797 2.05263 -0.54202  0.192
H28 -2.91084 -0.24257 0.82189  0.402
O2 -0.89690 2.16901 0.95688  -0.628
C20 3.25235 -0.89596 0.39491  -0.034

---

Entry three
A molecular structure, C20H28N2O2. Source: OMol25; level of theory: ωB97M-V/def2-TZVPD.

E_LUMO: 0.5 eV
total charge: 0
HOMO: -7.4 eV
frontier orbital gap: 0.290 Ha

Last column: natural (NBO) charge in e.
Geometry (Å):
H1 2.72521 0.79719 -2.00338  0.377
C1 1.24573 -1.90083 -1.40500  -0.127
H2 -0.82274 -2.93421 -3.38674  0.218
H3 -1.94619 0.89206 3.00699  0.201
H4 -1.91276 1.52895 5.51481  0.196
N1 2.12780 -0.05845 -2.15207  -0.484
H5 -2.44148 -0.10757 -6.28867  0.191
C2 2.03608 -0.71840 -1.16249  0.030
H6 0.47526 3.12314 3.01798  0.232
C3 -0.12891 1.58576 4.40259  -0.157
H7 -1.06630 3.45097 3.86001  0.172
C4 -0.49280 -1.74709 -3.56741  -0.212
C5 0.30336 0.61028 1.83020  -0.466
H8 1.52771 1.16600 -4.49616  0.189
H9 -1.28351 -1.12940 -7.33062  0.176
H10 -2.89049 -1.82335 -7.01255  0.195
H11 -1.60336 3.92864 6.33345  0.170
O1 -1.25987 0.13095 -0.06142  -0.655
H12 -0.24297 0.51120 -5.93574  0.234
H13 0.47476 -1.82568 1.74909  0.350
C6 -0.67944 -1.19848 -4.65862  0.204
C7 -0.39433 -2.53657 0.14645  -0.260
H14 -0.94322 0.26117 5.83191  0.195
C8 0.34192 3.76945 5.22829  -0.410
H15 -0.90699 2.05368 7.61438  0.204
H16 -0.81986 -3.30162 0.79814  0.198
O2 -1.66256 -1.85325 -5.28435  -0.484
C9 -0.07856 -0.10778 -5.08665  -0.312
N2 -0.20657 -1.58122 1.25786  -0.573
C10 -1.96121 -1.15313 -6.59034  -0.276
C11 -0.18811 3.24805 3.93669  -0.363
C12 -0.27573 3.63630 6.34219  -0.405
H17 -1.26711 -2.06713 -0.33173  0.260
C13 1.48128 -0.12222 -3.19154  0.055
C14 0.62020 -2.97382 -0.65287  -0.454
C15 -0.32638 -0.27139 0.87347  0.662
H18 1.69597 3.64815 5.28729  0.200
H19 -0.59427 -0.38588 3.49869  0.179
H20 0.32225 4.92160 4.88486  0.206
C16 0.87927 0.43285 -4.24713  -0.175
C17 -0.24871 2.19271 6.78541  -0.383
H21 1.59983 -3.15559 0.00552  0.192
H22 1.20934 0.46865 2.02799  0.187
H23 0.07193 4.04292 7.35578  0.246
H24 0.72380 1.91198 6.89412  0.194
C18 -0.92897 1.20976 5.66667  -0.422
H25 0.16319 1.85350 1.37691  0.211
H26 0.59293 -3.80820 -1.36511  0.262
H27 2.82841 -0.67449 -0.18579  0.200
H28 1.17126 1.18573 4.36186  0.171
C19 -0.63775 0.60592 3.22188  -0.348
C20 0.69998 -1.34220 -2.78226  0.011

---

Of them, entry one has the highest stability.

---

Entry one
A single C3H5ClFNO2 molecule. Source: OMol25; level of theory: ωB97M-V/def2-TZVPD.

SMILES: O/N=C\OC[C@@H](F)Cl
E_LUMO: 0.7 eV
total charge: 0
HOMO: -9.3 eV
frontier orbital gap: 0.368 Ha

Last column: natural (NBO) charge in e.
Geometry (Å):
F1 0.41752 -1.11627 1.32336  -0.326
H1 0.80229 0.87110 0.05678  0.222
O1 1.23851 -0.16697 -1.74840  -0.550
H2 -0.64890 1.58344 0.98038  0.179
H3 -1.95662 -0.86919 -2.02839  0.218
C1 -0.94623 -0.69019 -1.50383  0.321
C2 -0.23245 0.77994 0.56295  -0.108
O2 -1.10888 0.06413 -0.28284  -0.556
H4 -0.94101 0.02104 2.37502  0.180
C3 0.01477 0.04198 1.85971  0.254
N1 0.19505 -0.93717 -2.12621  -0.212
Cl1 1.25882 0.99174 2.94099  -0.116
H5 1.90714 -0.57358 -2.40952  0.494

---

Entry two
2 unconnected molecules or ions with the total composition C3H5ClFNO2. Source: OMol25; level of theory: ωB97M-V/def2-TZVPD.

SMILES: CCN(F)Cl.O=C=O
E_LUMO: 0.6 eV
total charge: 0
HOMO: -9.9 eV
frontier orbital gap: 0.387 Ha

Last column: natural (NBO) charge in e.
Geometry (Å):
O1 2.69764 3.32655 0.03311  -0.507
H1 -2.10112 0.14902 0.18877  0.230
H2 -0.33399 -1.27929 -1.22289  0.224
H3 -2.47666 -1.08948 -0.69829  0.223
Cl1 0.18008 0.07129 1.98491  0.106
O2 3.38675 1.40476 -1.05219  -0.521
F1 0.24225 0.93960 -0.43050  -0.262
H4 -2.44953 -1.32386 1.04534  0.226
C1 2.99461 2.37898 -0.54177  1.027
N1 0.43741 -0.23758 0.32247  -0.042
H5 -0.14151 -2.20799 0.30093  0.234
C2 -1.92547 -0.89631 0.17799  -0.667
C3 -0.51046 -1.23570 -0.10788  -0.272

---

Of them, entry two has the highest stability.